Record 1
Density functional theory data (the ωB97M-V functional and the def2-TZVPD basis) for 2 unconnected molecules or ions with the total composition C3H4O3.

Properties
- Gap between HOMO and LUMO: 9.52 eV
- Structure (SMILES): O=CC=O.C=O
- Calculated total energy: -342.33240 Eh

```
10
Properties=species:S:1:pos:R:3:mulliken_charge:R:1
O 2.2254 -0.7015 -0.3285 -0.483
C 1.2435 -0.2109 0.1664 0.129
C 0.5214 1.0834 -0.2682 0.146
O -0.6805 1.2347 -0.3328 -0.438
C -1.3484 -0.7147 -0.0476 -0.078
O -0.3703 -1.3221 -0.4599 -0.468
H 1.1563 1.9776 -0.2914 0.386
H 0.9441 -0.3316 1.2306 0.254
H -2.2206 -0.5612 -0.6882 0.250
H -1.4709 -0.4538 1.0195 0.302
```



Record 2
Density functional theory data (the ωB97M-V functional and the def2-TZVPD basis) for a single C3H4O3 molecule at a distorted geometry.

Properties
- Gap between HOMO and LUMO: 10.79 eV
- Structure (SMILES): O[C@H]1O[C@@]12CO2
- Calculated total energy: -342.31624 Eh

```
10
Properties=species:S:1:pos:R:3:mulliken_charge:R:1
C -0.5841 1.4443 0.1288 -0.123
C 0.7276 -0.8567 -0.4727 -0.040
C 0.0401 0.4200 -0.6492 0.479
O 0.3767 1.7267 -0.8651 -0.464
O -0.2612 -0.5837 -1.5141 -0.460
O 0.3057 -1.6066 0.5875 -0.499
H -1.5379 1.8880 -0.0597 0.248
H -0.1372 1.5240 1.1730 0.162
H 1.7716 -1.1874 -0.7287 0.351
H 0.4055 -2.6340 0.3426 0.346
```



Record 3
Density functional theory data (the ωB97M-V functional and the def2-TZVPD basis) for a single C3H4O3 molecule at a distorted geometry.

Properties
- Gap between HOMO and LUMO: 9.68 eV
- Structure (SMILES): O=CC(=O)CO
- Calculated total energy: -342.31725 Eh

```
10
Properties=species:S:1:pos:R:3:mulliken_charge:R:1
O -0.5428 -1.9814 -0.6983 -0.506
C -0.4222 -0.9198 0.1982 -0.435
C 0.3609 0.2335 -0.4253 0.785
O 0.6623 0.2071 -1.5923 -0.532
C 0.6545 1.4858 0.5032 -0.336
O -0.3435 2.1239 0.8524 -0.407
H -0.2086 -1.6615 -1.5516 0.364
H -1.4045 -0.5343 0.5135 0.258
H 0.1002 -1.2439 1.1106 0.298
H 1.1438 2.2907 1.0896 0.511
```



Record 4
Density functional theory data (the ωB97M-V functional and the def2-TZVPD basis) for a single C3H4O3 molecule.

Properties
- Gap between HOMO and LUMO: 11.55 eV
- Structure (SMILES): O=C1COCO1
- Calculated total energy: -342.42326 Eh

```
10
Properties=species:S:1:pos:R:3:mulliken_charge:R:1
O -0.2059 -0.9722 -2.1186 -0.534
C -0.1606 -0.3723 -1.0865 0.513
C -0.6912 -0.7790 0.2839 -0.137
O -0.3273 0.2880 1.1347 -0.348
C 0.6796 0.9865 0.4560 -0.088
O 0.4110 0.8482 -0.9328 -0.323
H -0.2587 -1.7365 0.6017 0.234
H -1.7808 -0.8687 0.2530 0.223
H 1.6711 0.5476 0.6356 0.266
H 0.6572 2.0388 0.7395 0.194
```



Record 5
Density functional theory data (the ωB97M-V functional and the def2-TZVPD basis) for a single C3H4O3 molecule at a distorted geometry.

Properties
- Gap between HOMO and LUMO: 8.67 eV
- Structure (SMILES): OC1=COOC1
- Calculated total energy: -342.27473 Eh

```
10
Properties=species:S:1:pos:R:3:mulliken_charge:R:1
C 0.5041 -0.9220 -0.1357 -0.271
C 0.0946 0.4184 0.3347 0.449
C -1.0716 0.7739 -0.2315 -0.439
O -0.7202 -1.2642 -1.0836 -0.234
O -1.5740 -0.1242 -1.1016 -0.234
O 0.9257 1.2839 0.9860 -0.506
H 1.5537 0.7824 1.5175 0.320
H 1.4675 -0.9236 -0.6644 0.253
H 0.4051 -1.7408 0.5792 0.238
H -1.5849 1.7162 -0.2008 0.422
```



Record 6
Density functional theory data (the ωB97M-V functional and the def2-TZVPD basis) for a molecular structure, C3H4O3Pb at a distorted geometry.

Properties
- Gap between HOMO and LUMO: 9.69 eV
- Total charge: +2
- Calculated total energy: -534.57266 Eh

```
11
Properties=species:S:1:pos:R:3:mulliken_charge:R:1
H 1.0478 -2.2303 0.4776 0.331
O -0.9437 -0.6151 -0.5219 -0.535
Pb -2.4285 0.5344 -1.4865 1.415
C 0.2436 -1.0335 -0.6264 0.244
C 1.1232 -1.0542 0.5596 -0.768
H 0.7308 -0.8799 -1.6038 0.372
H 2.1261 -0.6863 0.2976 0.339
H 0.6192 -0.8749 1.5197 0.361
O -1.7512 2.1714 -0.2677 -0.490
C -0.8746 2.2905 0.5163 0.896
O 0.1074 2.3778 1.1354 -0.164
```



Record 7
Density functional theory data (the ωB97M-V functional and the def2-TZVPD basis) for a molecular structure, C3H4O3Rb at a distorted geometry.

Properties
- Gap between HOMO and LUMO (alpha / beta): 5.62 / 5.62 eV
- Total charge: -1
- Calculated total energy: -366.40332 Eh

```
11
Properties=species:S:1:pos:R:3:mulliken_charge:R:1
C 4.1148 11.7179 -0.5422 -0.699
O 3.0917 9.5400 -0.3004 -0.271
C 1.8266 9.8566 -0.8338 0.572
C 3.9866 10.5231 0.0905 -0.109
O 1.6461 11.0280 -1.1727 -0.597
O 1.2252 8.8114 -1.1533 -0.643
H 4.0407 12.6000 0.1003 0.262
H 4.7658 11.1900 -1.3814 0.258
H 4.1362 10.4527 1.1710 0.316
H 2.6050 3.2040 -0.2182 -0.387
Rb 2.1005 5.9261 -0.5594 0.297
```



Record 8
Density functional theory data (the ωB97M-V functional and the def2-TZVPD basis) for a molecular structure, C3H4O3Rh at a distorted geometry.

Properties
- Spin multiplicity: 6
- Gap between HOMO and LUMO (alpha / beta): 6.70 / 7.36 eV
- Calculated total energy: -452.66836 Eh

```
11
Properties=species:S:1:pos:R:3:lowdin_spin:R:1
H 1.9881 -1.8081 -1.6357 0.008
O -0.4312 2.6498 -1.6908 0.281
O 2.1527 -0.2175 -0.3426 0.658
C 1.3985 -1.0715 -1.0510 0.062
C 0.3870 -0.2821 -2.2632 0.042
O -0.8112 0.4135 -1.9383 0.117
C -0.2118 1.4875 -1.2735 0.324
H 0.6372 -1.5799 -0.4211 0.021
H 0.0514 -1.1370 -2.8701 0.002
H 1.0818 0.2501 -2.9358 0.007
Rh 1.5856 1.6153 -0.0996 3.478
```



Record 9
Density functional theory data (the ωB97M-V functional and the def2-TZVPD basis) for a molecular structure, C3H4O3Rh at a distorted geometry.

Properties
- Spin multiplicity: 6
- Gap between HOMO and LUMO (alpha / beta): 4.69 / 6.67 eV
- Total charge: +2
- Calculated total energy: -451.87156 Eh

```
11
Properties=species:S:1:pos:R:3:lowdin_spin:R:1
O 0.1716 -2.0236 0.8457 0.032
C -0.2137 -1.2003 0.0797 0.030
C -1.5359 -0.5912 -0.1822 0.023
H -1.6257 -0.3581 -1.2461 0.009
H -1.8858 0.0819 0.6099 0.001
H -2.0400 -1.6338 -0.0402 0.001
Rh 2.5046 0.2439 1.3263 3.584
O 0.5724 0.0727 0.2157 0.322
C 0.5775 1.1112 -0.6229 0.700
O 1.7025 1.7031 -0.3071 0.281
H 1.7726 2.5943 -0.6789 0.018
```



Record 10
Density functional theory data (the ωB97M-V functional and the def2-TZVPD basis) for a molecular structure, C3H4O3Ru at a distorted geometry.

Properties
- Spin multiplicity: 6
- Gap between HOMO and LUMO (alpha / beta): 9.06 / 8.12 eV
- Total charge: +3
- Calculated total energy: -435.69322 Eh

```
11
Properties=species:S:1:pos:R:3:lowdin_spin:R:1
C -0.0663 1.5528 0.2154 0.312
C 1.1377 1.6447 -0.4136 0.518
O -1.2004 1.0252 -0.4259 0.204
H -0.3120 2.1019 1.1251 0.016
H 1.6645 1.0323 -1.1455 0.030
H 1.3798 2.6462 -0.7746 0.023
H -1.9826 1.5689 -0.2565 0.007
O 2.1412 -0.7456 1.0345 0.059
C 1.0585 -1.1659 0.8688 0.029
O 0.1519 -1.5999 0.2432 0.121
Ru -1.3526 -0.8794 -0.8095 3.682
```



Record 11
Density functional theory data (the ωB97M-V functional and the def2-TZVPD basis) for 2 unconnected molecules or ions with the total composition C3H4O3S at a distorted geometry.

Properties
- Gap between HOMO and LUMO: 10.74 eV
- Structure (SMILES): CC(=O)S.O=C=O
- Calculated total energy: -740.65960 Eh

```
11
Properties=species:S:1:pos:R:3:mulliken_charge:R:1
C 0.5464 -0.2097 -0.3040 0.695
C 4.3592 0.2048 0.1576 0.734
C -0.6859 0.4880 0.1764 -1.083
O 1.5380 0.2941 -0.7504 -0.509
O 4.4604 1.3434 0.1513 -0.357
O 4.2637 -0.9365 0.1696 -0.370
S 0.4229 -1.9830 -0.1285 -0.236
H -0.4342 1.4884 0.5197 0.282
H -1.3824 0.5726 -0.6558 0.313
H -1.1626 -0.0813 0.9701 0.381
H 1.6362 -2.2576 -0.5992 0.150
```



Record 12
Density functional theory data (the ωB97M-V functional and the def2-TZVPD basis) for a single C3H4O3S molecule at a distorted geometry.

Properties
- Gap between HOMO and LUMO: 8.93 eV
- Structure (SMILES): CC(=S)OC(=O)O
- Calculated total energy: -740.55154 Eh

```
11
Properties=species:S:1:pos:R:3:mulliken_charge:R:1
C -0.4957 -0.1705 -0.3240 0.439
C 1.3855 1.0965 0.1853 0.618
C -1.0764 -1.4160 0.3542 -0.947
O -0.1126 0.7158 0.4774 -0.444
O 1.2970 2.3612 -0.1316 -0.468
O 2.0599 0.1723 0.1424 -0.309
S 0.1127 -0.1187 -1.8942 -0.257
H -1.3542 -2.3125 -0.3093 0.277
H -0.3565 -1.5502 1.2051 0.281
H -1.8520 -1.0675 0.9637 0.347
H 0.3922 2.2896 -0.6691 0.463
```



> calculated total energy of number 9 (C3H4O3Rh)?

-451.87156 Eh



> Look up the calculated total energy of the eleventh one.

-740.65960 Eh